The following is a DFT calculation (the ωB97M-V functional and the def2-TZVPD basis) of 2 unconnected molecules or ions with the total composition C4H14N.

For the frontier orbital gap, the calculation gives 0.3967 Eh. The HOMO energy comes out at -14.64 eV. The max |F| is 0.08246 hartree/bohr. For the LUMO energy, the calculation gives -3.84 eV.

```
! wB97M-V def2-TZVPD RIJCOSX def2/J DEFGRID3
* xyz 1 1
N -1.83115 0.06711 -0.03705
C -2.21126 1.01842 1.00641
C 1.74224 -0.18752 0.22020
C 1.46030 0.48987 -1.16205
C 1.14012 -1.57388 0.06524
H -2.62741 0.04893 -0.78187
H 0.05843 -1.51501 -0.18251
H 2.77791 -0.19829 0.50818
H 1.13677 1.56590 -1.21588
H -2.25754 2.07721 0.52403
H 1.43088 0.50802 0.91009
H -0.90270 0.24319 -0.54134
H -1.68880 -0.93080 0.38373
H 1.07848 -1.99828 1.05468
H 2.47010 0.67179 -1.67129
H -3.23111 0.97272 1.49165
H 0.94453 -0.17086 -1.82773
H -1.35419 1.00337 1.80405
H 1.86439 -2.09190 -0.54853
*
```

=====

The following is a DFT calculation (the ωB97M-V functional and the def2-TZVPD basis) of 2 unconnected molecules or ions with the total composition C3H4OS.

For the frontier orbital gap (spin up / spin down), the calculation gives 0.3169 / 0.3169 Eh. The HOMO energy (spin up / spin down) comes out at -8.90 / -8.90 eV. The max |F| is 0.08071 hartree/bohr. For the LUMO energy (spin up / spin down), the calculation gives -0.27 / -0.27 eV.

```
! wB97M-V def2-TZVPD RIJCOSX def2/J DEFGRID3
* xyz 0 1
S -3.24487 -0.03670 -0.38142
O -3.98925 -0.68080 0.69387
C -1.47050 0.02584 -0.03108
C 0.62500 -0.61646 -0.13041
C -1.99067 1.16641 0.28253
H -1.89624 2.14954 0.68228
H 0.73360 -0.72036 -1.19079
H 0.56911 -1.52258 0.44156
H 1.08082 0.22805 0.34299
*
```

=====

The following is a DFT calculation (the ωB97M-V functional and the def2-TZVPD basis) of a molecular structure, C39H31N5O2PY.

For the frontier orbital gap, the calculation gives 0.2722 Eh. The HOMO energy comes out at -13.25 eV. The max |F| is 0.00865 hartree/bohr. For the LUMO energy, the calculation gives -5.85 eV.

```
! wB97M-V def2-TZVPD RIJCOSX def2/J DEFGRID3
* xyz 2 1
Y 1.34422 0.73332 0.41327
P -0.47984 -0.85333 -1.38334
O 2.50366 0.70795 -1.56540
O 2.40431 -1.14306 -0.40246
N 0.52593 -0.80917 2.11257
N -0.80133 1.40756 1.40694
N 3.42960 0.95776 1.63569
N 1.88266 2.44894 2.39438
N 0.42254 2.78371 -0.57869
C 2.72777 -1.72332 -3.76361
C -1.79361 -4.56470 1.00343
C 0.76908 -2.85209 3.31965
C 3.12260 1.77324 2.64544
C 0.52455 -1.48544 -2.77568
C -3.16403 -0.89556 -2.30280
C 1.15441 -1.96899 2.32629
C -2.07747 -2.25284 0.40846
C -0.54724 -0.49440 2.85984
C 2.15740 -2.37250 -4.84954
C 5.08702 1.16456 3.81623
C 0.78350 -2.56738 -4.90927
C -1.26336 0.75856 2.48565
C 1.90957 -1.29073 -2.73421
C -0.86546 4.77934 -1.99750
C -1.01651 -2.34561 -0.49484
C -1.39749 2.53293 0.99005
C -1.47460 4.18896 -0.90046
C -0.34111 -3.55494 -0.62951
C 5.42663 0.33506 2.75627
C 1.00207 3.35225 -1.64419
C -2.46890 -3.35775 1.14617
C -1.87246 1.08518 -2.74245
C -4.24457 -0.33127 -2.96622
C -2.94958 1.64171 -3.41491
C -0.30605 -2.51167 4.11922
C -2.49502 3.05869 1.65595
C 2.38685 -0.55502 -1.52906
C 4.56570 0.25391 1.67863
C -0.97754 -1.32097 3.88344
C -2.36012 1.23140 3.19339
C 0.39819 4.35952 -2.37498
C -1.97016 -0.18764 -2.18061
C -0.03193 -2.11972 -3.88090
C -0.80222 3.19876 -0.20380
C -4.14017 0.93608 -3.52180
C 3.91412 1.90546 3.76721
C -2.97878 2.39427 2.76936
C -0.73001 -4.65917 0.11982
H 6.33902 -0.24291 2.76902
H 0.90928 4.78882 -3.22456
H -3.31104 -3.28375 1.82280
H 1.39071 2.69484 3.24622
H -1.83594 -1.06628 4.48609
H -2.95929 3.97715 1.33108
H -5.16598 -0.89073 -3.05775
H -2.47101 4.49039 -0.61471
H -0.93956 1.63698 -2.68441
H 1.30412 -3.78128 3.45180
H 5.73747 1.24706 4.67669
H 0.34600 -3.06505 -5.76404
H 2.05721 3.31650 1.89080
H 4.75632 -0.38859 0.82899
H 3.63661 2.57495 4.57006
H -1.10479 -2.25962 -3.94074
H -3.83073 2.78528 3.30895
H -0.20669 -5.59827 -0.00263
H 1.97249 2.96327 -1.92365
H -0.63488 -3.17167 4.91075
H -2.72984 0.71342 4.06458
H -2.62347 -1.31976 0.51125
H 0.48458 -3.64354 -1.32359
H 1.98452 -2.19264 1.66782
H -2.10619 -5.43149 1.57075
H -3.25589 -1.89107 -1.88811
H -4.98179 1.36897 -4.04574
H -1.37834 5.55341 -2.55253
H 3.79624 -1.55750 -3.72371
H 2.78579 -2.72087 -5.65789
H -2.85774 2.62212 -3.86472
*
```

=====

The following is a DFT calculation (the ωB97M-V functional and the def2-TZVPD basis) of a single C9H12ClNSi molecule.

Its structure (SMILES) is [H]/N=C\CC[Si@H](Cl)c1ccccc1. For the frontier orbital gap, the calculation gives 0.3717 Eh. The HOMO energy comes out at -9.35 eV. The max |F| is 0.08996 hartree/bohr. For the LUMO energy, the calculation gives 0.76 eV.

```
! wB97M-V def2-TZVPD RIJCOSX def2/J DEFGRID3
* xyz 0 1
Cl -0.79655 1.27056 2.10790
Si -0.32798 1.09217 0.11618
N 3.55986 1.80891 2.23523
C -1.88357 -2.72918 0.30651
C -2.17341 -0.66472 -1.40642
C -1.21221 -1.60072 0.58634
C -2.61975 -2.90192 -0.86030
C -1.32048 -0.48947 -0.27587
C 2.55681 1.99758 1.55984
C 2.44987 2.00894 0.02223
C 1.50293 0.91062 -0.33503
C -2.88397 -1.82620 -1.70480
H 3.61769 1.76484 -0.33497
H -1.62136 -3.50082 0.91534
H 4.43407 1.53601 1.77999
H 1.59698 2.49946 1.91736
H -0.63978 -1.58485 1.46906
H -3.14815 -3.85575 -0.97994
H 1.79963 -0.09495 0.00085
H -0.84493 2.27344 -0.53416
H 1.42196 0.75737 -1.56060
H 2.18408 3.04357 -0.31474
H -2.25936 0.21590 -2.09535
H -3.39237 -1.93078 -2.61465
*
```

=====

The following is a DFT calculation (the ωB97M-V functional and the def2-TZVPD basis) of a molecular structure, C5H11O2PS.

For the frontier orbital gap, the calculation gives 0.3169 Eh. The HOMO energy comes out at -8.83 eV. The max |F| is 0.08840 hartree/bohr. For the LUMO energy, the calculation gives -0.21 eV.

```
! wB97M-V def2-TZVPD RIJCOSX def2/J DEFGRID3
* xyz 0 1
S 2.10120 0.88188 -1.26651
P 2.69686 -0.93246 -0.10933
O 4.05715 -0.48595 0.60620
O 1.51448 -0.43429 1.04005
C -0.52785 -1.02408 -1.02178
C 0.64497 0.43292 0.49854
C -1.60144 -0.46923 1.09252
C -1.25292 1.24709 -0.77295
C -0.62046 0.05134 -0.06634
H -1.55529 -1.38209 -1.10036
H 0.63521 1.40397 0.95502
H -2.25082 1.03687 -1.02205
H -2.66662 -0.74945 0.82581
H 4.12791 0.41237 0.67452
H -0.67013 1.54982 -1.56670
H -0.05702 -0.76526 -1.91209
H -1.78491 0.35246 1.82113
H -1.31686 2.01042 -0.02561
H -1.29777 -1.25475 1.73410
H -0.17571 -1.88157 -0.38417
*
```

=====

The following is a DFT calculation (the ωB97M-V functional and the def2-TZVPD basis) of a gas-phase ion, C5H11N2 (charge +1).

Its structure (SMILES) is C[C@H]1C[NH2+][C@@H]2CN12. For the frontier orbital gap, the calculation gives 0.3873 Eh. The HOMO energy comes out at -14.05 eV. The max |F| is 0.11216 hartree/bohr. For the LUMO energy, the calculation gives -3.51 eV.

```
! wB97M-V def2-TZVPD RIJCOSX def2/J DEFGRID3
* xyz 1 1
N -1.04332 -0.65219 -0.28510
N 0.37840 1.18989 -0.40834
C -1.90975 0.43075 0.02855
C -0.84508 0.71025 -0.98731
C 0.58444 0.54997 0.81704
C 0.13287 -0.88848 0.57619
C 1.21614 -1.63149 -0.09530
H -1.11078 1.05168 -1.98214
H -0.28735 -1.35104 1.44406
H -2.93638 0.32497 -0.47903
H 1.12232 0.92175 -1.10550
H 1.57233 -2.56394 0.43894
H 1.67705 0.57281 1.21610
H 0.49650 2.19876 -0.38535
H -1.96594 0.97187 0.93677
H 1.98725 -0.92750 -0.15545
H -0.01248 1.10292 1.57585
H 0.94378 -2.01098 -1.15001
*
```

=====

Relative energy (zero: lowest compared OMol25 entry of this formula, charge and spin) for the records above, in order: 47.5 112.2 0.0 30.2 23.9 60.5 kcal/mol